[1]
C40H49BCl2GeN8OPb | ωB97M-V with the def2-TZVPD basis set

Last column: Löwdin charge in e.
Cartesian coordinates (Å):
Pb 12.1564 11.2388 10.0848  1.31
C 13.5097 15.0804 13.3235  -0.03
C 12.7291 13.8340 13.4157  -0.24
C 12.6573 12.7573 14.3488  0.05
C 11.8858 11.7880 13.7363  -0.27
N 11.4058 12.2317 12.5386  0.04
N 11.9218 13.4998 12.3808  -0.01
B 11.4554 14.4324 11.3124  -0.55
N 12.5803 14.7361 10.1298  0.02
N 13.1998 13.5467 9.6088  0.00
C 13.2949 13.7728 8.2334  -0.27
C 12.8957 15.1111 7.8954  0.05
C 12.4987 15.6538 9.1452  -0.30
C 12.3589 17.0504 9.5086  -0.04
C 13.5830 12.6987 7.3879  -0.23
C 14.1520 11.5051 7.7938  -0.11
C 14.0267 10.3652 7.0012  -0.09
C 13.3680 10.4019 5.7615  -0.10
C 12.9985 11.6517 5.2593  -0.09
C 13.1463 12.8376 6.0268  0.00
N 10.2124 13.8277 10.5843  -0.04
N 10.1968 13.4852 9.2581  0.08
C 8.8149 13.2174 8.9372  -0.18
C 8.0614 13.3414 10.1680  0.00
C 8.9352 13.7579 11.1868  -0.23
C 8.6274 14.0431 12.6701  -0.01
C 8.3322 12.8965 7.5806  -0.17
C 9.2290 12.6071 6.5008  -0.01
C 8.5899 12.0555 5.4041  -0.12
C 7.2115 11.9427 5.2278  -0.10
C 6.3523 12.3460 6.3066  -0.09
C 6.9404 12.9481 7.4084  -0.07
C 11.3754 10.5701 14.3965  -0.13
C 10.2354 9.9949 13.7264  -0.06
C 9.7056 8.8439 14.1284  -0.08
C 10.2940 8.1306 15.2653  -0.07
C 11.3130 8.6699 15.9756  -0.10
C 11.8354 9.9141 15.5566  -0.02
H 14.5152 15.0803 13.8582  0.09
H 13.7597 15.1982 12.2564  0.08
H 13.0237 15.9595 13.8022  0.10
H 13.1553 12.7504 15.3282  0.12
H 11.2946 15.5928 11.6537  0.12
H 12.6285 15.4611 6.9326  0.09
H 13.1514 17.5870 10.0344  0.09
H 12.1905 17.7059 8.6726  0.07
H 11.5013 17.1808 10.2113  0.09
H 14.5865 11.4076 8.7792  0.07
H 14.3677 9.4069 7.3110  0.09
H 13.1938 9.4680 5.1285  0.12
H 12.4004 11.6303 4.3219  0.11
H 13.0508 13.8996 5.6832  0.12
H 7.1034 12.9972 10.4216  0.08
H 7.9550 13.2237 13.0184  0.09
H 9.6636 14.0020 13.1065  0.07
H 8.2198 15.0445 12.7832  0.07
H 10.2959 12.6864 6.6114  0.09
H 9.2821 11.6032 4.6963  0.09
H 6.7077 11.2514 4.4994  0.11
H 5.2535 12.2108 6.3225  0.10
H 6.2461 13.4008 8.1912  0.13
H 9.9205 10.6098 12.9280  0.08
H 8.8976 8.3744 13.5768  0.09
H 9.8348 7.2420 15.6168  0.08
H 11.7441 8.3039 16.8572  0.09
H 12.6022 10.3399 16.1891  0.10
N 10.8438 9.1846 10.4538  0.04
C 10.2313 8.2137 10.1508  -0.21
N 9.4001 7.2069 9.8134  -0.08
C 9.2502 5.9940 10.7453  -0.06
C 7.9349 5.2995 10.2299  -0.16
O 7.9431 5.0166 8.7795  -0.17
C 7.8316 6.2623 7.9856  -0.13
C 9.0175 7.1664 8.3816  -0.12
H 9.1673 6.4630 11.7403  0.11
H 10.0972 5.3029 10.7379  0.12
H 6.9660 5.8809 10.4569  0.14
H 7.8179 4.3430 10.7969  0.12
H 6.8501 6.7335 8.2293  0.13
H 7.9372 6.0063 6.9310  0.12
H 8.8540 8.2307 8.1280  0.13
H 9.8892 6.9139 7.7760  0.12
C 16.4750 10.3447 13.5399  -0.25
Ge 15.8436 10.4768 11.6989  0.74
C 16.1688 12.3926 11.2327  -0.24
C 16.8715 9.2334 10.6023  -0.24
C 13.8676 10.1452 11.2948  -0.49
H 16.7733 9.2870 13.7165  0.02
H 15.8193 10.6574 14.3598  0.00
H 17.3263 11.0333 13.7047  0.02
H 17.0393 12.3764 10.5084  0.03
H 16.3123 13.0061 12.1736  -0.02
H 15.2079 12.7814 10.8034  -0.02
H 17.6654 8.6196 10.9549  -0.01
H 17.4280 9.8672 9.8790  0.01
H 16.1598 8.5809 9.9829  0.03
H 13.4166 10.0691 12.3289  -0.05
H 13.7688 9.0698 10.8734  -0.03
Cl 19.0784 16.7808 15.4731  0.50
C 19.0287 15.1002 14.9671  -0.99
Cl 18.0574 14.8509 13.4604  0.49
H 18.4446 14.6622 15.8090  0.03
H 20.0392 14.8417 14.8968  0.00

Calculated values
HOMO level   -7.213 eV
Energy above the lowest of the compared OMol25 structures with the same formula, charge and spin   42.7 kcal per mole
HOMO-LUMO gap   0.2748 Ha
LUMO   0.26 eV
Multiplicity   1

[2]
C40H49Cl2N2O2P3Pd | ωB97M-V with the def2-TZVPD basis set

Last column: Löwdin spin population.
Cartesian coordinates (Å):
P 3.4692 -2.4598 -0.4115  0.36
C 3.9509 -3.9307 -1.4390  0.08
C 5.0872 -4.0089 -2.2685  0.04
H 5.7796 -3.1643 -2.3473  0.00
C 5.3388 -5.1790 -2.9993  0.01
H 6.2229 -5.2288 -3.6334  0.00
C 4.4711 -6.2734 -2.9265  0.06
H 4.6729 -7.1827 -3.5039  0.00
C 3.3365 -6.1905 -2.1070  0.00
H 2.6542 -7.0363 -2.0408  0.00
C 3.0666 -5.0326 -1.3754  0.04
H 2.1733 -4.9693 -0.7438  0.00
C 4.7285 -1.2423 -1.0159  0.07
C 4.3597 -0.5087 -2.1666  0.03
H 3.3845 -0.6922 -2.6324  0.00
C 5.2391 0.4291 -2.7098  0.00
H 4.9502 0.9784 -3.6048  0.00
C 6.4858 0.6698 -2.1163  0.04
H 7.1687 1.4125 -2.5439  0.00
C 6.8455 -0.0476 -0.9708  0.01
H 7.8108 0.1313 -0.4980  0.00
C 5.9787 -0.9992 -0.4155  0.03
H 6.2818 -1.5480 0.4817  0.00
C 4.2678 -2.9489 1.1952  0.08
C 5.1282 -4.0508 1.3740  0.03
H 5.3802 -4.7039 0.5322  0.00
C 5.6698 -4.3161 2.6399  0.01
H 6.3354 -5.1688 2.7644  0.00
C 5.3639 -3.5045 3.7372  0.05
H 5.7884 -3.7194 4.7242  0.00
C 4.5019 -2.4141 3.5591  0.00
H 4.2591 -1.7726 4.4051  0.00
C 3.9438 -2.1401 2.3086  0.04
H 3.2514 -1.2978 2.1863  0.00
Pd -2.1322 0.6982 -0.6735  1.08
C -1.2368 2.4171 0.0323  0.12
C 0.0781 2.5586 0.2111  0.03
H -1.9722 3.2115 0.2198  0.00
C 0.9725 1.3431 -0.0057  0.00
O 1.7245 1.1612 1.2172  0.00
H 2.2940 0.3733 1.1208  0.00
C 0.1852 0.1331 -0.3543  0.03
H 1.6993 1.5807 -0.8106  0.00
C -0.1522 -1.0320 -0.5590  0.10
Cl -4.1062 1.9955 -0.7807  0.21
Cl -3.2073 -1.3333 -1.4351  0.13
P -2.0209 1.0047 -2.9336  0.18
C -3.6187 0.9415 -3.7815  0.02
H -4.2707 1.7098 -3.3608  0.00
H -4.0736 -0.0304 -3.5806  0.00
H -3.4894 1.0872 -4.8576  0.01
C -1.3429 2.6282 -3.3364  0.03
H -0.3325 2.7249 -2.9329  0.00
H -1.9628 3.4050 -2.8845  0.00
H -1.3117 2.7705 -4.4213  0.01
C -0.9683 -0.1839 -3.7885  0.03
H -1.3502 -1.1905 -3.6082  0.00
H 0.0514 -0.1282 -3.4029  0.00
H -0.9646 0.0271 -4.8631  0.01
P 0.7871 4.1382 0.8029  0.01
C -0.4338 5.4211 0.6160  0.00
C 2.2250 4.4712 -0.2049  0.01
H -1.3065 5.2097 1.2442  0.00
H -0.7505 5.5049 -0.4302  0.00
H 0.0194 6.3695 0.9324  0.00
H 2.9532 3.6602 -0.1033  0.00
H 2.6762 5.4086 0.1375  0.00
H 1.9352 4.5751 -1.2555  0.00
C 1.2784 3.9793 2.5112  0.00
H 0.3964 3.8046 3.1356  0.00
H 1.7671 4.9088 2.8238  0.00
H 1.9671 3.1352 2.6158  0.00
H -0.4916 -2.0636 -0.6543  0.00
C -7.5399 -0.3306 1.8038  0.02
N -6.1505 -0.7115 1.6895  0.22
N -5.1278 0.1540 1.8412  0.13
C -3.9160 -0.5320 1.6608  0.06
O -2.7911 0.0156 1.6693  0.32
C -4.3105 -1.9002 1.5009  0.16
C -5.6752 -1.9558 1.4663  -0.02
C -6.5664 -3.1194 1.2887  -0.01
C -5.2556 1.5256 2.1670  0.01
C -4.3095 2.0796 3.0475  0.02
C -4.4414 3.4059 3.4571  0.00
C -5.4892 4.1921 2.9595  0.03
C -6.3906 3.6564 2.0281  0.00
C -6.2591 2.3315 1.6101  0.03
H -7.8775 0.2269 0.9252  0.01
H -7.7386 0.2505 2.7105  0.01
H -8.1249 -1.2478 1.8424  0.00
H -3.6264 -2.6944 1.2880  0.00
H -7.2004 -3.3043 2.1661  0.00
H -7.2208 -3.0179 0.4136  0.00
H -5.9434 -4.0075 1.1376  0.00
H -3.4783 1.4587 3.3905  0.00
H -3.7217 3.8112 4.1716  0.00
H -5.6057 5.2253 3.2959  0.00
H -7.1984 4.2650 1.6101  0.00
H -6.9018 1.9379 0.8190  0.00

Calculated values
Charge   +2
Expectation value of S²   6.049
HOMO level (spin up / spin down)   -9.407 / -12.080 eV
HOMO-LUMO gap (spin up / spin down)   0.1901 / 0.1164 Ha
LUMO (spin up / spin down)   -4.23 / -8.91 eV
Multiplicity   5

> Among the records above, which one has the highest multiplicity?

C40H49Cl2N2O2P3Pd

> Among the records above, which one has the lowest multiplicity?

C40H49BCl2GeN8OPb

> What is the formula in the first record?

C40H49BCl2GeN8OPb